Arrangement P

{"formula": "ClH4NSi", "method": "ωB97M-V/def2-TZVPD", "symbols": ["N", "Si", "H", "H", "H", "Cl", "H"], "positions_angstrom": [[-0.042, 0.745, 0.225], [-1.191, -0.323, -0.029], [0.281, 1.495, -0.360], [-2.456, -0.563, -0.955], [-1.001, -1.567, 0.914], [2.799, -0.136, -0.055], [1.609, 0.348, 0.260]], "nbo_charge": [-1.384, 1.384, 0.405, -0.170, -0.173, -0.369, 0.307], "smiles": "N=[SiH2].Cl", "spin_multiplicity": 1, "orbital_gap_ev": 9.77, "charge": 0, "e_homo_ev": -10.37}

Arrangement Q

{"formula": "ClH4NSi", "method": "ωB97M-V/def2-TZVPD", "symbols": ["N", "Si", "H", "H", "H", "Cl", "H"], "positions_angstrom": [[0.180, 0.947, 0.014], [1.073, -0.394, -0.133], [0.195, 1.537, 0.834], [1.268, -1.482, 0.835], [1.628, -0.818, -1.407], [-2.750, -0.229, -0.047], [-1.594, 0.439, -0.096]], "nbo_charge": [-1.405, 1.464, 0.403, -0.213, -0.203, -0.358, 0.313], "smiles": "N=[SiH2].Cl", "spin_multiplicity": 1, "orbital_gap_ev": 9.18, "charge": 0, "e_homo_ev": -10.03}

Stability ranking, top and bottom: arrangement Q is the most stable and arrangement P is the least stable.